Formula: C32H31Cl3GeIrN3O3Te
Source: OMol25
Level of theory: wB97M-V/def2-TZVPD

Geometry as XYZ:
```
75
Properties=species:S:1:pos:R:3:forces:R:3
Ir -2.09928 1.19211 0.99900 0.4 0.2 -0.8
Te 1.40583 -0.67665 0.88556 0.5 -0.6 0.1
Ge -2.05607 2.10126 -1.23812 0.0 0.2 0.2
Cl -3.23782 1.00365 -2.64657 -0.3 0.2 -0.1
Cl -0.08601 2.14862 -2.09726 -0.1 0.4 -0.1
Cl -2.73722 4.13533 -1.33492 0.0 -0.1 0.0
O -0.24320 -0.07740 3.73949 0.1 0.1 -0.1
O -2.30703 0.34198 3.16703 0.0 -0.1 0.0
O 2.02309 1.99879 0.85275 -0.5 -0.3 0.1
N -1.41092 -0.06832 3.85435 -0.1 -0.1 0.4
N -9.43715 0.72119 1.35153 0.0 0.0 0.0
N -0.11758 1.20800 1.04478 -0.8 0.6 0.6
C 4.45770 -0.56210 1.89598 0.0 0.0 0.0
C -0.91077 3.85902 1.77927 -0.2 0.2 0.2
C 1.11236 -3.96329 0.07808 -0.1 0.0 0.0
C -4.93586 2.28342 0.65763 -0.1 0.0 0.1
C -0.89564 -1.06284 -2.73969 0.0 -0.3 0.0
C 2.83611 -2.27823 0.93126 -0.2 0.3 0.0
C 1.78445 -0.59972 -2.09777 -0.1 -0.1 0.0
C -1.57304 -1.34230 -0.36267 0.0 -0.2 -0.3
C -1.39858 5.15439 1.83991 0.1 0.1 -0.1
C -8.30089 0.81405 1.21459 0.0 0.0 0.0
C -0.52168 -1.05634 -1.40012 0.1 0.0 -0.2
C -6.30547 2.18026 0.81977 0.1 0.0 0.0
C 4.11130 -1.93040 1.37874 0.1 -0.2 -0.1
C 5.09379 -2.91399 1.31027 0.0 0.1 0.1
C 2.49641 -3.56270 0.49628 0.2 0.0 0.0
C 5.89468 -5.24019 0.78488 0.0 0.0 0.0
C 0.52825 5.91186 0.60980 0.0 0.0 0.0
C 3.23008 -0.32480 -1.78923 0.0 0.0 0.0
C 4.81975 -4.19386 0.84792 0.0 0.0 0.0
C -0.67817 6.18123 1.24659 0.0 0.0 0.0
C -6.08456 -0.21577 1.09460 0.0 0.0 0.0
C -4.71817 -0.09969 0.94229 0.0 0.0 -0.1
C 1.01384 4.61706 0.55431 0.0 0.0 -0.1
C 0.82294 -0.82621 -1.10551 0.1 0.0 0.1
C 1.35674 -0.62969 -3.41648 0.0 0.0 0.0
C -0.39927 -0.84408 -5.19683 0.0 0.0 0.0
C -4.10473 1.15488 0.75631 0.0 0.1 0.2
C 0.80820 2.19713 1.01412 0.8 0.0 -0.3
C 3.51919 -4.50081 0.45908 -0.1 0.0 0.0
C 0.28404 3.57995 1.12833 0.0 0.2 0.0
C 0.02547 -0.85201 -3.75731 0.0 -0.1 0.0
C -6.87827 0.93027 1.04366 -0.1 0.0 0.0
H 3.71996 0.12584 -2.65035 0.0 0.0 0.0
H 5.44633 -0.57023 2.35092 0.0 0.0 0.0
H -1.93793 -1.22532 -2.99073 0.2 -0.1 0.0
H -1.44705 3.09165 2.33724 0.0 -0.1 0.0
H -1.66608 -2.41592 -0.18794 -0.1 0.0 0.1
H 6.02662 -5.59668 -0.23728 0.0 0.0 0.0
H 4.46308 0.18210 1.09772 0.0 0.0 0.0
H 1.01575 -5.04745 0.08973 0.0 0.0 0.0
H 0.09701 -1.64170 -5.75095 0.0 0.0 0.0
H 6.09768 -2.67058 1.63778 0.0 0.0 0.0
H 3.75243 -0.21853 2.65576 0.0 0.0 0.0
H 0.88296 -3.61500 -0.93022 0.0 0.0 0.0
H -4.50880 3.25696 0.46597 0.0 0.1 0.0
H -1.47445 -0.97850 -5.29525 0.0 0.0 0.0
H 6.84841 -4.85158 1.13507 0.0 0.0 0.0
H -2.54444 -0.97260 -0.69174 0.0 -0.1 -0.1
H 3.76246 -1.24624 -1.54192 0.0 0.0 0.0
H -1.34754 -0.88899 0.61199 0.1 -0.2 0.1
H -2.32741 5.36073 2.35318 0.0 0.0 0.0
H 5.63117 -6.10208 1.39868 0.0 0.0 0.0
H -1.05324 7.19488 1.28789 0.0 0.0 0.0
H -0.12927 0.10006 -5.67058 0.0 0.0 0.0
H 0.35501 -3.56018 0.75399 0.0 0.0 0.0
H 2.08056 -0.44580 -4.20196 0.0 0.0 0.0
H 1.94457 4.39098 0.05321 0.0 0.0 0.0
H 3.34553 0.37065 -0.95443 0.0 0.0 0.0
H 1.09063 6.71514 0.15427 0.0 0.0 0.0
H -6.54685 -1.17976 1.25589 0.0 0.0 0.0
H -6.93655 3.05651 0.76764 0.0 0.0 0.0
H 3.29010 -5.50733 0.12716 0.0 0.0 0.0
H -4.11753 -1.00415 0.97356 0.0 0.0 0.1
```
Positions in Å, forces in eV/Å.

HOMO energy (spin up / spin down)   -11.53 / -11.79 eV
Spin multiplicity   6
⟨S²⟩   8.796
Kohn-Sham gap (spin up / spin down)   7.91 / 5.79 eV
F_max   1.155 eV/Å
E_LUMO (spin up / spin down)   -3.627 / -6.000 eV
Charge   +1

---

Formula: C31H22CrF5I2NO4PS3
Source: OMol25
Level of theory: wB97M-V/def2-TZVPD

Geometry as XYZ:
```
70
Properties=species:S:1:pos:R:3:forces:R:3
I -2.58247 2.47815 -1.93886 -0.2 -0.1 -0.1
I -2.88477 -1.05015 -0.94056 -0.7 0.7 -1.4
Cr -0.55147 -0.75895 0.52454 0.1 -0.1 -0.8
S 0.20193 0.05845 -1.80856 0.2 0.4 -0.3
S 1.26293 -2.38085 0.97774 1.7 -2.3 1.4
S 1.57023 -1.74615 -4.41316 -0.1 -0.1 0.0
P 1.62723 -0.19325 -3.21026 0.1 0.0 0.0
F -3.76437 3.17735 2.59414 0.2 0.0 -0.2
F -3.31387 0.64875 1.74004 0.0 0.6 0.2
F 1.06603 1.82505 0.48014 -0.1 0.6 0.3
F 0.61923 4.38015 1.27334 -0.2 -0.1 0.0
F -1.80727 5.08465 2.33884 0.1 -0.4 -0.1
O 1.20623 -0.88435 1.24854 -0.1 0.8 0.0
O 0.25473 -2.51195 -0.12196 -0.7 0.3 -0.4
O 2.58283 -2.77065 0.54334 0.2 0.2 -0.2
O 0.81323 -3.10015 2.14874 0.2 -0.3 0.1
N -1.39517 -1.46335 2.17424 -0.1 0.2 -0.6
C 0.17223 0.20785 5.05334 0.0 0.1 0.1
C -0.15157 2.14185 0.97024 -0.1 -0.5 -0.2
C 1.33403 3.75405 -4.25466 0.0 0.1 0.1
C 1.45423 2.58575 -3.52686 0.0 0.0 0.0
C -4.51627 -4.16435 1.40334 0.0 -0.2 -0.2
C 1.27033 2.48665 -6.29136 0.0 0.2 -0.1
C 3.31143 -0.02365 -2.51536 -0.4 -0.1 -0.1
C -1.02997 -1.68675 5.83534 0.0 0.1 0.2
C 1.24433 3.70555 -5.63736 0.0 0.1 -0.1
C -1.01217 -1.17905 3.44744 0.2 0.2 0.8
C -1.58457 3.81605 1.92274 0.0 -0.2 -0.1
C 4.29003 0.68435 -3.20286 -0.1 0.0 -0.1
C -2.57517 2.85025 2.03904 0.0 0.0 0.1
C -2.41107 -2.38615 1.97864 -0.4 -0.3 -0.3
C -2.31457 1.55885 1.60624 0.3 -0.7 -0.2
C -3.27657 -4.32645 0.80864 -0.3 -0.1 0.0
C -0.27017 -0.56255 6.11804 0.1 0.0 0.2
C -2.24237 -3.44995 1.07954 0.3 -0.1 0.2
C 3.62933 -0.71055 -1.35496 -0.2 0.0 0.0
C 1.38733 1.31565 -5.56486 0.0 -0.1 0.0
C -4.70207 -3.10995 2.28254 -0.1 0.0 0.2
C 1.48153 1.36205 -4.18356 -0.1 -0.3 0.1
C -1.10757 1.12825 1.05324 -0.2 1.8 0.4
C -2.82877 0.47235 -2.58846 0.0 -0.4 0.7
C 5.57993 0.72455 -2.71046 0.2 0.1 -0.1
C -1.38627 -1.99175 4.54034 0.0 -0.1 -0.2
C -0.17867 -0.08515 3.75244 0.0 0.0 -0.1
C -0.35777 3.45045 1.37764 0.0 0.2 0.1
C 5.89693 0.05205 -1.53956 0.1 0.0 0.0
C -3.67097 -2.24235 2.58074 0.0 0.1 -0.1
C 4.92393 -0.66845 -0.86876 0.0 -0.1 0.0
H -3.76187 0.42635 -3.14006 -0.1 -0.2 0.2
H -5.32737 -4.84495 1.18004 -0.1 0.0 0.0
H -1.93907 -2.89825 4.34904 -0.1 -0.1 0.0
H -3.11097 -5.14575 0.12194 0.0 0.0 -0.1
H 1.51723 2.61145 -2.44886 0.0 0.0 0.1
H -1.27007 -3.59065 0.62704 -0.1 0.0 0.1
H 0.81313 1.05735 5.25064 0.1 0.1 -0.1
H -5.67037 -2.96165 2.73944 -0.1 0.0 0.1
H 0.23313 0.50615 2.95204 0.0 0.0 0.1
H 1.29973 4.70585 -3.74376 0.0 0.1 0.1
H 1.19523 2.44425 -7.36976 0.0 0.0 -0.1
H 6.34463 1.27445 -3.24626 0.0 0.0 0.0
H -3.83647 -1.42305 3.26384 0.0 0.1 0.0
H -0.00547 -0.30445 7.13694 0.0 0.0 0.0
H -1.95787 0.23745 -3.19276 0.0 -0.2 0.2
H 1.15753 4.62255 -6.20496 0.0 0.1 0.0
H 5.15273 -1.21975 0.03034 0.0 0.0 0.1
H 1.41053 0.35525 -6.06056 0.0 -0.1 0.0
H -1.34457 -2.33695 6.64354 0.0 -0.1 0.0
H 4.03863 1.19315 -4.12536 0.0 0.0 0.0
H 6.90943 0.08585 -1.15756 0.1 0.0 0.0
H 2.88783 -1.29685 -0.82586 0.1 0.1 -0.1
```
Positions in Å, forces in eV/Å.

HOMO energy (spin up / spin down)   -1.92 / -2.16 eV
Spin multiplicity   4
⟨S²⟩   3.786
Kohn-Sham gap (spin up / spin down)   5.67 / 5.91 eV
F_max   3.205 eV/Å
E_LUMO (spin up / spin down)   3.747 / 3.747 eV
Charge   -2